DFT (ωB97M-V/def2-TZVPD) results for C9H23NSi2 in the gas phase in a non-equilibrium geometry.

Geometry as XYZ:
```
35
Properties=species:S:1:pos:R:3:forces:R:3:mulliken_charge:R:1
C 2.931651 1.069984 -1.149937 -0.21 0.26 -0.03 -0.771
C 2.027594 0.734055 -2.046712 0.55 0.19 -1.14 -0.530
N 0.307668 0.368951 -0.294624 -1.94 -0.82 0.98 0.392
C 0.593655 0.511567 -1.767020 -1.51 -0.67 1.40 -0.549
C -0.886458 -2.555261 0.273181 -0.12 -0.38 -0.88 -1.079
C 1.944168 -2.054984 -0.619372 -1.38 -0.50 0.44 -1.169
C 1.060598 -1.306323 2.237232 -1.29 0.48 -0.41 -1.036
C -2.685394 0.946121 -0.940926 0.25 -0.60 -0.13 -1.138
C -1.732637 0.622809 1.954696 -0.02 -0.85 -0.97 -1.288
C -0.969598 2.997968 0.303818 0.41 0.36 0.55 -1.071
Si 0.524900 -1.310981 0.415320 1.29 1.07 -0.72 0.188
Si -1.242004 1.194748 0.233545 1.30 -0.71 -0.51 0.310
H 3.959868 1.257478 -1.404789 0.17 -0.04 -0.04 0.301
H 2.593161 1.172867 -0.139716 0.16 0.11 0.56 0.230
H 2.344655 0.598806 -3.085460 -0.19 0.09 0.15 0.276
H -0.046946 1.334920 -2.128224 0.46 -0.03 -0.19 0.572
H 0.180223 -0.381741 -2.276172 0.50 0.29 -0.17 0.354
H -1.302637 -2.605395 -0.765154 0.46 -0.05 0.67 0.286
H -0.480398 -3.560086 0.537465 -0.21 0.62 -0.26 0.358
H -1.746034 -2.389225 0.910442 -0.11 0.14 0.30 0.382
H 1.441609 -2.486623 -1.496114 0.37 0.00 -0.06 0.291
H 2.742392 -1.402253 -0.923952 0.14 0.07 0.08 0.369
H 2.310191 -2.883207 -0.015827 0.27 -0.21 -0.09 0.347
H 0.326195 -0.778598 2.868250 0.44 -0.11 -0.18 0.304
H 2.037238 -0.888378 2.377284 0.54 0.33 0.08 0.310
H 1.064475 -2.328585 2.584544 0.10 -0.48 0.06 0.361
H -3.073900 1.872698 -1.342424 -0.14 0.34 0.16 0.368
H -3.445662 0.447387 -0.350781 -0.48 -0.06 -0.05 0.373
H -2.497215 0.319635 -1.811803 0.17 -0.20 0.04 0.337
H -2.728987 0.978024 2.147300 -0.55 0.30 0.13 0.379
H -1.086827 0.956020 2.742229 0.42 0.16 0.37 0.312
H -1.795354 -0.473066 1.953909 0.01 0.21 0.28 0.328
H -1.905986 3.534555 0.502206 0.28 0.01 -0.12 0.328
H -0.265697 3.153191 1.132353 -0.12 0.33 -0.17 0.272
H -0.498505 3.332920 -0.614765 -0.03 0.32 -0.14 0.304
```
Positions in Å, forces in eV/Å.

Output
structure (SMILES): C=CCN([Si](C)(C)C)[Si](C)(C)C
HOMO-LUMO gap: 0.3547 Eh
2S+1: 1
charge: 0

***

DFT (ωB97M-V/def2-TZVPD) results for a molecular structure, C9H24AgF2NO11S2 in a non-equilibrium geometry.

Geometry as XYZ:
```
50
Properties=species:S:1:pos:R:3:forces:R:3:mulliken_charge:R:1
Ag 5.924176 21.953788 -2.380360 0.68 0.79 0.52 1.607
N 7.969601 22.302187 0.338282 -1.22 -2.98 1.88 -0.141
S 9.155297 21.447822 -0.207365 4.87 0.61 -3.32 0.967
O 8.913148 20.763807 -1.454816 -0.25 -0.37 0.80 -0.537
O 10.063138 20.795437 0.717554 -1.06 0.31 -0.12 -0.674
F 10.034757 22.665749 -0.732530 -0.06 0.26 0.44 -0.303
S 7.092388 20.981294 0.847216 -3.74 1.56 0.35 0.913
O 7.460172 20.233512 2.028111 0.01 0.93 -0.96 -0.611
O 6.489977 20.259712 -0.250157 0.58 -0.36 0.54 -0.580
F 5.803220 21.869197 1.295035 0.81 -0.34 0.44 -0.324
C 6.143079 24.667268 -2.937056 -0.76 2.11 0.97 0.768
O 6.553209 24.142588 -1.842873 0.10 -0.54 0.60 -0.860
O 5.915289 23.856412 -3.925663 -0.35 -1.19 -1.81 -1.046
O 5.877025 25.912094 -3.043068 0.36 -0.72 -0.13 -0.879
C 3.182522 20.270009 -1.210207 -1.31 -0.07 -0.06 -0.526
C 2.914767 21.615615 -0.554290 1.51 1.04 1.06 -0.558
O 3.788705 22.567657 -1.155126 -0.49 0.02 -0.77 -0.303
H 3.384918 19.577091 -0.395700 0.19 -0.39 -0.39 0.361
H 3.960388 20.276374 -1.967055 0.49 0.39 0.39 -0.155
H 2.321277 19.930136 -1.797144 -0.19 -0.11 0.31 0.374
H 3.250751 21.585380 0.491308 -0.19 -0.45 0.08 0.301
H 1.882922 21.978677 -0.476384 -0.16 -0.26 -0.70 0.335
H 3.803061 23.432759 -0.733440 0.07 -0.09 0.17 0.144
C 5.430196 17.880854 -2.682246 -0.28 0.41 0.51 -1.090
C 6.503701 18.754693 -3.315182 -0.23 -0.50 0.61 -0.243
O 5.983710 20.040474 -3.648792 0.20 -1.01 -0.55 -0.129
H 4.530295 17.836245 -3.300689 0.02 -0.10 -0.04 0.322
H 5.174349 18.355223 -1.735607 -0.24 -0.04 0.03 0.132
H 5.759151 16.871027 -2.428452 0.20 -0.01 -0.28 0.413
H 6.904310 18.211303 -4.176644 0.32 0.45 -0.15 0.435
H 7.259344 18.934218 -2.550271 0.30 0.03 -0.32 0.097
H 5.560054 19.984150 -4.511674 -0.23 0.39 0.13 0.083
C 1.952390 22.657536 -5.578135 -0.25 0.24 0.08 -1.332
C 2.607706 22.763074 -4.206674 0.72 0.10 -0.44 -0.155
O 3.909158 22.207900 -4.212039 -0.65 0.12 -0.32 -0.413
H 0.952454 23.104400 -5.542734 -0.25 -0.43 0.12 0.386
H 1.929488 21.609050 -5.878924 -0.20 0.06 -0.21 0.294
H 2.447050 23.261188 -6.341168 0.49 -0.23 0.12 0.302
H 2.018521 22.226279 -3.458416 -0.23 0.15 0.07 0.173
H 2.671695 23.827017 -3.964736 -0.09 -0.03 0.40 0.344
H 4.547613 22.969604 -4.083280 0.64 0.03 -0.19 0.172
C 10.182078 21.102063 -4.922429 -0.11 -1.28 0.04 -1.253
C 8.729030 21.511449 -5.129723 0.77 1.49 0.06 0.333
O 8.489990 22.592103 -4.251167 -0.25 -0.16 -0.42 -0.505
H 10.382644 20.175872 -5.477692 -0.05 -0.09 0.04 0.370
H 10.342742 20.879166 -3.866390 0.01 0.11 0.03 0.197
H 10.954027 21.792769 -5.260705 -0.41 0.49 0.04 0.349
H 8.006607 20.712462 -4.943582 0.25 -0.27 -0.09 -0.159
H 8.634802 21.890208 -6.158282 -0.26 -0.37 -0.20 0.359
H 7.606453 22.966835 -4.456294 -0.06 0.27 0.62 0.247
```
Positions in Å, forces in eV/Å.

Output
HOMO-LUMO gap: 0.1851 Eh
2S+1: 1
charge: -2

***

Respective relative energy (zero: lowest compared OMol25 entry of this formula, charge and spin) values: 0.0000 0.6459 eV.
Respective calculated total energy values: -26953.39199 -64838.68272 eV.